Arrangement P

Density functional theory data (the ωB97M-V functional and the def2-TZVPD basis) for CH3N3O2S as an isolated structure.

Calculated values
Orbital gap: 10.182 eV
E_HOMO: -10.735 eV

Atoms and positions in Å:
C (0.071, -0.066, -0.458)
N (0.091, -1.237, -1.321)
N (0.158, -2.354, -0.853)
N (-0.195, -0.560, 0.873)
O (1.360, -2.492, 1.416)
O (-0.980, -2.969, 1.416)
S (0.092, -2.259, 0.819)
H (1.085, 0.440, -0.828)
H (-0.864, 0.617, -0.782)
H (0.244, -0.401, 1.702)

Arrangement Q

Density functional theory data (the ωB97M-V functional and the def2-TZVPD basis) for CH3N3O2S as an isolated structure.

Calculated values
Orbital gap (spin up / spin down): 8.384 / 8.383 eV
E_HOMO (spin up / spin down): -9.314 / -9.314 eV

Atoms and positions in Å:
C (-0.481, -0.222, -1.141)
N (0.976, -0.026, -1.245)
N (1.807, 0.229, -0.474)
N (-0.846, 0.082, 0.204)
O (0.316, 1.100, 2.328)
O (0.586, -1.434, 1.942)
S (0.589, -0.079, 1.486)
H (-0.792, 0.583, -1.837)
H (-0.830, -1.166, -1.529)
H (-1.324, 0.931, 0.267)

In terms of stability, arrangement P leads; the second structure lies 6.1 kcal/mol higher.

Arrangement P

Density functional theory data (the ωB97M-V functional and the def2-TZVPD basis) for an isolated ion of composition C5H9N2 and charge +1.

Calculated values
Orbital gap: 10.956 eV
E_HOMO: -14.197 eV
Charge: +1

Atoms and positions in Å:
C (-1.102, 1.651, -0.198)
N (-0.044, 0.701, -0.065)
C (1.050, 0.530, -0.670)
N (1.762, -0.472, -0.224)
C (0.986, -1.185, 0.725)
C (-0.285, -1.781, 0.305)
C (-0.280, -0.388, 0.913)
H (-1.164, 2.324, 0.680)
H (-0.761, 2.386, -1.045)
H (-2.043, 1.110, -0.357)
H (1.568, 1.229, -1.297)
H (2.601, -0.938, -0.713)
H (1.523, -1.592, 1.613)
H (-0.643, -2.601, 1.020)
H (-0.380, -2.016, -0.733)
H (-0.914, 0.004, 1.674)

Arrangement Q

Density functional theory data (the ωB97M-V functional and the def2-TZVPD basis) for an isolated ion of composition C5H9N2 and charge +1.

Calculated values
Orbital gap: 10.921 eV
E_HOMO: -14.212 eV
Charge: +1

Atoms and positions in Å:
C (-1.697, -1.983, -0.564)
C (-1.308, -0.558, -1.001)
C (-0.111, 0.021, -0.343)
C (0.890, -0.582, 0.383)
N (1.623, 0.449, 0.944)
C (1.041, 1.612, 0.701)
N (-0.022, 1.381, -0.038)
H (-1.399, -2.712, -1.312)
H (-1.356, -2.235, 0.439)
H (-2.776, -2.107, -0.439)
H (-2.133, 0.092, -0.688)
H (-1.249, -0.575, -2.089)
H (1.122, -1.602, 0.595)
H (2.487, 0.323, 1.438)
H (1.338, 2.508, 1.222)
H (-0.565, 2.065, -0.540)

In terms of stability, arrangement Q leads; the second structure lies 42.6 kcal/mol higher.

Arrangement P

Density functional theory data (the ωB97M-V functional and the def2-TZVPD basis) for C5H9N2 as an isolated structure.

Calculated values
Orbital gap: 12.312 eV
E_HOMO: -15.624 eV
Charge: +1

Atoms and positions in Å:
C (1.259, 0.667, 0.726)
C (-0.139, -1.095, -0.232)
C (1.749, 0.327, -0.554)
C (-0.670, 0.289, -0.640)
C (-1.888, 0.657, 0.333)
N (1.195, -0.747, 0.322)
N (0.541, 1.138, -0.425)
H (1.472, 1.158, 1.625)
H (-0.727, -1.689, 0.626)
H (-0.121, -1.803, -1.181)
H (3.001, 0.404, -1.134)
H (-0.830, 0.178, -1.687)
H (-1.737, 0.456, 1.391)
H (-2.603, -0.030, 0.008)
H (-2.312, 1.600, 0.152)
H (1.807, -1.512, 0.670)

Arrangement Q

Density functional theory data (the ωB97M-V functional and the def2-TZVPD basis) for a 2-piece molecular cluster, C5H9N2 overall.

Calculated values
Orbital gap (spin up / spin down): 10.329 / 4.626 eV
E_HOMO (spin up / spin down): -16.305 / -12.240 eV
Charge: +1

Atoms and positions in Å:
C (0.019, -1.679, 0.876)
C (0.993, -1.817, -0.226)
C (1.435, -0.014, 1.068)
C (-2.435, 0.073, -0.967)
C (1.073, 1.396, 0.639)
N (0.265, -0.631, 1.546)
N (1.880, -0.928, -0.072)
H (-0.891, -2.228, 0.824)
H (2.186, 0.141, 1.829)
H (-3.221, 0.600, -1.565)
H (-1.380, 0.131, -1.266)
H (-2.677, -0.461, -0.069)
H (1.023, 1.982, 1.643)
H (0.174, 1.583, -0.089)
H (1.881, 1.763, 0.073)
H (2.788, -0.765, -0.603)

Arrangement R

Density functional theory data (the ωB97M-V functional and the def2-TZVPD basis) for an isolated ion of composition C5H9N2 and charge +1.

Calculated values
Orbital gap: 10.180 eV
E_HOMO: -13.227 eV
Charge: +1

Atoms and positions in Å:
C (1.605, 1.293, 0.483)
N (0.952, 0.039, 0.069)
C (0.124, 0.300, -1.049)
N (-1.061, -0.599, -0.899)
C (-1.568, -0.421, 0.499)
C (0.101, -0.721, 0.928)
C (-0.839, -1.644, 0.176)
H (2.313, 1.145, 1.170)
H (0.886, 1.869, 0.925)
H (2.050, 1.568, -0.405)
H (-0.334, 1.273, -1.125)
H (0.521, 0.155, -2.147)
H (-1.786, -0.826, -1.550)
H (-2.341, 0.120, 0.958)
H (0.429, -0.829, 2.001)
H (-1.052, -2.723, -0.035)

Arrangement S

Density functional theory data (the ωB97M-V functional and the def2-TZVPD basis) for C5H9N2 as an isolated structure.

Calculated values
Orbital gap: 3.524 eV
E_HOMO: -11.669 eV
Charge: +1

Atoms and positions in Å:
C (-1.769, -0.942, 0.672)
C (-1.393, 0.476, 0.332)
C (-2.556, -0.396, -0.452)
C (3.365, 0.938, 0.654)
N (4.103, -0.092, 0.236)
C (2.363, 0.558, -0.116)
N (-2.148, -0.607, -1.677)
H (-2.341, -1.305, 1.497)
H (-1.020, -1.658, 0.365)
H (-1.644, 1.283, 1.007)
H (-0.525, 0.510, -0.308)
H (-3.627, -0.182, -0.315)
H (3.675, 1.720, 1.336)
H (3.715, -1.018, 0.330)
H (2.273, 0.626, -1.192)
H (-2.471, 0.087, -2.370)

In terms of stability, arrangement R leads; the second structure lies 8.7 kcal/mol higher.

Arrangement P

Density functional theory data (the ωB97M-V functional and the def2-TZVPD basis) for an isolated ion of composition C5H9N2 and charge +1.

Calculated values
Orbital gap: 10.026 eV
E_HOMO: -13.854 eV
Charge: +1

Atoms and positions in Å:
C (-2.228, -0.773, 0.566)
C (-1.735, -0.103, -0.454)
N (-0.992, 1.126, -0.298)
C (0.228, 1.536, -0.009)
N (1.428, 1.016, 0.204)
C (2.107, -0.231, 0.165)
C (1.650, -1.355, -0.363)
H (-2.827, -1.651, 0.402)
H (-2.073, -0.468, 1.589)
H (-1.900, -0.379, -1.486)
H (-1.634, 1.904, -0.435)
H (0.260, 2.623, 0.083)
H (2.097, 1.742, 0.442)
H (3.093, -0.165, 0.593)
H (2.273, -2.232, -0.361)
H (0.677, -1.451, -0.812)

Arrangement Q

Density functional theory data (the ωB97M-V functional and the def2-TZVPD basis) for an isolated ion of composition C5H9N2 and charge +1.

Calculated values
Orbital gap: 10.146 eV
E_HOMO: -14.187 eV
Charge: +1

Atoms and positions in Å:
N (-1.248, 0.057, 0.698)
C (-0.327, -1.035, 0.963)
C (0.880, -0.719, -0.028)
C (1.574, 0.382, 0.671)
C (0.884, 1.348, -0.041)
C (0.103, 0.358, -0.892)
N (-0.573, 0.341, -2.013)
H (-2.210, -0.167, 0.658)
H (-1.092, 0.857, 1.302)
H (-0.849, -1.988, 0.672)
H (0.101, -0.956, 1.873)
H (1.425, -1.689, -0.260)
H (2.277, 0.275, 1.467)
H (0.843, 2.376, -0.080)
H (-0.920, -0.565, -2.344)
H (-0.866, 1.124, -2.648)

In terms of stability, arrangement P leads; the second structure lies 29.0 kcal/mol higher.

Arrangement P

Density functional theory data (the ωB97M-V functional and the def2-TZVPD basis) for C5H9N2 as an isolated structure.

Calculated values
Orbital gap: 11.953 eV
E_HOMO: -15.631 eV
Charge: +1

Atoms and positions in Å:
C (0.439, -1.450, 0.440)
C (1.196, -1.153, -0.811)
C (-1.150, -0.281, 0.046)
C (-2.147, 0.703, -0.252)
C (1.219, 1.072, 0.492)
N (-1.016, -1.488, 0.372)
N (0.496, -0.055, -0.050)
H (0.915, -1.801, 1.346)
H (0.799, -1.401, -1.786)
H (2.268, -1.105, -0.719)
H (-3.125, 0.224, -0.184)
H (-2.009, 1.115, -1.253)
H (-2.102, 1.528, 0.460)
H (0.729, 1.422, 1.399)
H (2.243, 0.788, 0.736)
H (1.244, 1.884, -0.237)

Arrangement Q

Density functional theory data (the ωB97M-V functional and the def2-TZVPD basis) for an isolated ion of composition C5H9N2 and charge +1.

Calculated values
Orbital gap: 10.251 eV
E_HOMO: -14.013 eV
Charge: +1

Atoms and positions in Å:
C (-1.610, 0.838, -0.085)
C (-0.292, 0.051, 0.172)
C (-0.138, -1.380, 0.427)
C (0.460, -0.701, -0.964)
N (1.813, -0.392, -0.686)
C (1.931, 0.510, 0.297)
N (0.760, 0.855, 0.801)
H (-1.822, 1.111, -1.084)
H (-1.592, 1.781, 0.533)
H (-2.428, 0.330, 0.241)
H (-1.031, -2.082, 0.259)
H (0.521, -1.817, 1.150)
H (-0.010, -0.908, -1.991)
H (2.529, -0.881, -1.188)
H (2.704, 1.026, 0.780)
H (0.398, 1.705, 1.193)

In terms of stability, arrangement Q leads; the second structure lies 34.5 kcal/mol higher.

Arrangement P

Density functional theory data (the ωB97M-V functional and the def2-TZVPD basis) for a 4-piece molecular cluster, C3H12O4 overall.

Calculated values
Orbital gap: 10.419 eV
E_HOMO: -9.933 eV

Atoms and positions in Å:
C (-0.677, 0.826, 0.265)
C (-0.878, -0.123, -0.968)
C (-1.652, 0.453, -2.117)
O (-1.995, 1.604, -2.181)
H (-1.257, 1.727, 0.078)
H (0.391, 0.999, 0.304)
H (-1.064, 0.327, 1.139)
H (0.049, -0.529, -1.371)
H (-1.394, -0.999, -0.570)
H (-1.825, -0.265, -2.934)
O (-0.962, -0.987, -5.063)
H (-0.244, -1.158, -5.671)
H (-1.382, -0.135, -5.170)
O (-0.797, 1.760, 4.180)
H (-0.143, 1.452, 3.542)
H (-1.359, 0.975, 4.093)
O (5.280, -2.266, 4.190)
H (4.877, -1.769, 4.908)
H (5.032, -1.890, 3.345)

Arrangement Q

Density functional theory data (the ωB97M-V functional and the def2-TZVPD basis) for a 4-piece molecular cluster, C3H12O4 overall.

Calculated values
Orbital gap: 10.463 eV
E_HOMO: -9.826 eV

Atoms and positions in Å:
C (2.842, -1.368, 0.506)
C (2.935, -0.247, -0.181)
C (1.888, 0.846, -0.215)
O (0.591, 0.388, 0.180)
H (3.592, -2.132, 0.505)
H (1.905, -1.697, 0.946)
H (3.881, 0.132, -0.564)
H (1.881, 1.418, -1.128)
H (2.193, 1.440, 0.646)
H (0.180, 0.069, -0.639)
O (-1.555, 0.841, 1.684)
H (-1.505, 0.747, 2.645)
H (-0.831, 0.311, 1.416)
O (-3.509, 0.062, -0.014)
H (-2.758, 0.366, 0.539)
H (-4.221, -0.068, 0.610)
O (-1.299, -0.571, -2.114)
H (-1.467, -1.518, -2.186)
H (-2.026, -0.302, -1.535)

In terms of stability, arrangement Q leads; the second structure lies 2.4 kcal/mol higher.

Arrangement P

Density functional theory data (the ωB97M-V functional and the def2-TZVPD basis) for a 2-piece molecular cluster, C4H7FS overall.

Calculated values
Orbital gap: 8.412 eV
E_HOMO: -8.692 eV

Atoms and positions in Å:
C (1.407, -0.150, 0.706)
C (0.569, -0.716, -0.345)
C (-0.887, -0.464, -0.152)
C (-1.268, 0.956, -0.448)
H (1.274, 0.974, 0.929)
H (2.379, -0.421, 0.542)
H (1.161, -0.653, 1.590)
H (0.823, -0.301, -1.268)
H (-0.899, 1.809, 0.658)
H (-0.856, 1.330, -1.562)
H (-2.377, 1.104, -0.400)
F (0.749, -2.056, -0.544)
S (-2.075, -1.413, 0.294)

Arrangement Q

Density functional theory data (the ωB97M-V functional and the def2-TZVPD basis) for C4H7FS in the gas phase.

Calculated values
Orbital gap: 9.672 eV
E_HOMO: -8.982 eV

Atoms and positions in Å:
C (0.247, 1.332, -0.329)
C (-0.034, -0.106, 0.003)
C (-1.015, -0.885, -0.558)
F (-2.262, -0.560, 0.162)
C (0.655, -0.336, 1.237)
S (1.540, -0.911, -0.385)
H (0.543, 1.384, -1.428)
H (-0.794, 2.085, -0.361)
H (1.272, 1.733, 0.102)
H (-0.791, -2.030, -0.326)
H (-1.092, -0.880, -1.649)
H (0.600, -1.249, 1.678)
H (1.131, 0.422, 1.854)

Arrangement R

Density functional theory data (the ωB97M-V functional and the def2-TZVPD basis) for C4H7FS in the gas phase.

Calculated values
Orbital gap: 9.495 eV
E_HOMO: -8.548 eV

Atoms and positions in Å:
F (2.136, 0.593, -0.545)
C (1.048, -0.068, -0.026)
C (0.199, -0.524, -1.236)
C (-1.098, -0.983, -0.578)
S (-1.307, 0.054, 0.883)
C (0.179, 0.857, 0.715)
H (1.466, -0.725, 0.672)
H (0.725, -1.366, -1.752)
H (0.124, 0.334, -1.872)
H (-2.057, -0.878, -1.168)
H (-1.202, -2.016, -0.196)
H (0.102, 1.725, 0.160)
H (0.564, 1.030, 1.683)

In terms of stability, arrangement R leads; the second structure lies 45.4 kcal/mol higher.